(1)
C31H42BrN2O9P2Re as an isolated structure at a distorted geometry. Source: OMol25; level of theory: ωB97M-V with the def2-TZVPD basis set.

relative energy (zero: lowest compared OMol25 entry of this formula, charge and spin)	62.5	kcal/mol
frontier orbital gap (alpha / beta)	4.9 / 4.8	eV
LUMO energy (alpha / beta)	-5.1 / -5.2	eV
2S+1	4
charge	+1

Atoms and positions in Å:
Re: 0.544 -0.745 0.247
Br: -4.831 -2.396 -4.965
P: 2.170 0.310 -2.455
P: 0.967 -2.122 -2.461
O: -1.909 -2.115 -0.614
O: 1.206 0.484 -1.289
O: 1.783 1.072 -3.645
O: 3.601 0.648 -1.858
O: 0.886 -2.329 -0.941
O: -0.179 -1.458 -3.097
O: 1.311 -3.553 -3.014
O: 2.330 -1.290 -2.713
O: -1.427 0.478 -0.962
N: -2.912 2.760 -3.709
N: -0.749 2.273 -3.423
C: -0.300 5.837 -4.340
C: -2.195 3.889 -3.940
C: 3.520 -1.635 3.782
C: 0.063 -2.731 3.199
C: -0.019 0.885 2.111
C: -2.042 1.822 -3.424
C: -1.662 6.135 -4.470
C: -0.812 3.596 -3.795
C: -2.218 2.038 1.798
C: 0.835 -3.926 2.631
C: 3.493 -2.213 1.325
C: -0.077 3.121 1.012
C: -0.582 -0.404 2.376
C: 1.374 0.672 1.999
C: -3.270 -2.169 -2.624
C: -0.528 2.857 3.462
C: -2.627 5.175 -4.266
C: -3.698 -1.494 -3.760
C: 0.149 4.572 -3.999
C: 1.716 -0.711 2.285
C: 0.444 -1.398 2.561
C: -0.721 2.216 2.075
C: -1.434 -3.001 2.954
C: -2.457 -1.522 -1.708
C: -2.462 0.452 -3.132
C: -1.913 -3.537 -0.640
C: -2.103 -0.176 -1.937
C: 4.102 0.056 2.077
C: -3.285 -0.205 -4.037
C: 3.176 -1.134 2.372
C: 0.268 -2.610 4.719
H: -2.702 3.010 1.725
H: 1.859 -3.960 2.984
H: 0.358 -4.848 2.954
H: -1.955 7.136 -4.743
H: -0.327 -1.790 5.114
H: 5.130 -0.296 2.095
H: -0.052 -3.531 5.197
H: 4.598 -1.717 3.886
H: 1.202 4.354 -3.912
H: 0.528 2.939 3.709
H: 3.094 -2.613 3.971
H: -3.579 -3.190 -2.477
H: 0.865 3.527 1.369
H: 2.090 1.463 1.859
H: -2.693 1.493 2.609
H: 0.122 2.572 0.094
H: 3.165 -0.932 4.529
H: 3.349 -1.817 0.323
H: 0.417 6.624 -4.511
H: -0.731 3.958 0.784
H: -1.582 -3.907 -1.612
H: 0.114 1.719 -3.439
H: -1.688 -2.820 1.916
H: 4.011 0.830 2.834
H: -3.574 0.292 -4.948
H: 3.914 0.474 1.092
H: -2.912 -3.916 -0.412
H: -1.205 -3.872 0.113
H: -1.625 -0.569 2.577
H: -3.681 5.380 -4.345
H: -0.996 1.264 -1.343
H: 0.820 -3.890 1.542
H: 2.868 -3.086 1.439
H: -2.065 -2.385 3.588
H: 4.530 -2.526 1.425
H: -2.378 1.496 0.871
H: -1.658 -4.036 3.192
H: 4.280 0.620 -2.527
H: -0.963 3.852 3.462
H: -1.016 2.263 4.230
H: 1.304 -2.435 4.982
H: 1.236 -3.609 -3.965

Need the Mulliken charges? In units of e they are: 2.314, -0.183, 0.668, 0.196, -0.118, -0.460, -0.801, -0.473, -0.291, -0.345, -0.542, -0.369, 0.433, -0.736, 0.390, -0.565, 0.084, -1.836, 2.492, -0.316, -0.148, -0.453, 0.797, -1.636, -1.812, -1.601, -1.792, -0.496, -0.152, -0.513, -1.926, -0.844, -0.620, -0.759, -0.554, -0.104, 2.095, -2.085, 0.401, 1.197, -1.225, -0.010, -2.008, -0.763, 2.336, -1.684, 0.459, 0.234, 0.564, 0.403, 0.358, 0.500, 0.478, 0.523, 0.467, 0.387, 0.211, 0.564, 0.379, 0.730, 0.375, 0.285, 0.400, 0.212, 0.405, 0.466, 0.659, -0.016, 0.445, 0.361, 0.614, 0.290, 0.290, 0.222, 0.441, 0.475, -0.270, 0.333, 0.174, 0.352, 0.576, 0.218, 0.448, 0.306, 0.490, 0.374, 0.281, 0.356

***

(2)
C31H42BrN3OsP2 as an isolated structure at a distorted geometry. Source: OMol25; level of theory: ωB97M-V with the def2-TZVPD basis set.

relative energy (zero: lowest compared OMol25 entry of this formula, charge and spin)	188.2	kcal/mol
frontier orbital gap (alpha / beta)	5.5 / 2.0	eV
LUMO energy (alpha / beta)	-12.0 / -15.4	eV
2S+1	5
charge	+4

Atoms and positions in Å:
Os: 3.706 -0.518 -3.494
Br: 1.434 0.594 1.754
P: -0.449 0.615 -2.459
P: 4.221 3.190 -1.515
N: -1.493 -0.850 1.244
N: 5.132 -5.459 -6.909
N: -4.705 -1.561 5.461
C: -3.996 -1.392 4.542
C: 5.356 3.339 1.146
C: -1.446 3.395 -2.271
C: -2.016 -0.027 -3.173
C: -1.010 -1.345 2.373
C: 3.004 -2.238 -3.441
C: -2.758 -0.454 1.160
C: 4.586 1.485 -2.198
C: 3.458 -4.630 -5.404
C: 4.076 3.045 0.358
C: 2.587 -1.582 -2.276
C: -3.633 -0.599 2.238
C: -1.790 -1.521 3.511
C: 2.435 3.476 -1.876
C: -1.070 2.100 -1.547
C: 0.550 1.215 -3.881
C: 2.080 4.955 -2.015
C: 5.013 -3.120 -6.409
C: 3.688 -0.979 -1.497
C: -3.109 0.913 -3.690
C: 3.551 -2.173 -4.633
C: 3.963 -3.294 -5.504
C: 3.286 -0.513 -0.125
C: 5.775 1.531 -3.137
C: 1.957 -0.466 0.299
C: 1.338 -1.854 -1.638
C: 1.008 -1.232 -0.441
C: -0.012 0.958 -5.256
C: 4.082 -5.676 -6.118
C: 5.572 -4.222 -7.073
C: -3.140 -1.167 3.415
H: -0.309 2.292 -0.772
H: -0.933 1.504 -5.460
H: 2.884 5.513 -2.511
H: 5.532 2.179 -3.993
H: 2.579 -4.864 -4.794
H: -3.581 1.484 -2.879
H: 5.127 3.251 2.215
H: -1.970 4.034 -1.543
H: -1.967 1.720 -1.029
H: -4.676 -0.308 2.174
H: -2.778 1.617 -4.469
H: 0.684 2.300 -3.728
H: 5.374 -2.109 -6.589
H: -0.580 3.964 -2.635
H: 6.390 -4.078 -7.765
H: 3.721 -6.709 -6.061
H: -1.314 -1.910 4.407
H: 2.219 2.961 -2.820
H: 3.303 3.780 0.636
H: 5.979 0.501 -3.500
H: 0.055 -1.609 2.408
H: 1.179 5.056 -2.629
H: 3.665 2.047 0.586
H: -2.441 -0.625 -2.348
H: 0.646 -2.422 -2.262
H: 4.076 -0.494 0.650
H: -2.139 3.232 -3.106
H: 1.875 5.430 -1.047
H: 6.149 2.623 0.896
H: 4.586 -1.653 -1.352
H: -3.076 -0.040 0.196
H: 5.737 4.355 0.980
H: -0.183 -0.098 -5.452
H: 4.778 0.880 -1.286
H: -0.020 -1.326 -0.070
H: 6.619 1.963 -2.575
H: -1.716 -0.728 -3.967
H: 1.846 2.991 -1.082
H: 1.558 0.729 -3.823
H: 0.754 1.295 -5.954
H: -3.894 0.287 -4.142
H: 3.560 1.343 -2.712

Need the Mulliken charges? In units of e they are: 0.610, 0.089, 1.096, -0.098, 0.034, 0.098, -0.095, -0.221, -1.328, -1.009, -0.985, -0.347, -1.219, -0.305, 0.918, -0.312, 0.136, 0.683, -0.550, -0.861, 0.593, -0.462, 0.525, -1.499, -0.191, -0.573, -1.356, -0.063, 1.085, -0.301, -1.445, -0.055, -0.704, 0.000, -1.751, -0.422, -0.463, 0.937, 0.356, 0.346, 0.434, 0.368, 0.434, 0.324, 0.391, 0.434, 0.329, 0.544, 0.222, 0.365, 0.475, -0.049, 0.438, 0.420, 0.505, -0.022, 0.509, 0.612, 0.610, 0.344, -0.329, 0.556, 0.435, 0.615, 0.252, 0.373, 0.322, 0.440, 0.422, 0.371, 0.366, 0.308, 0.783, 0.430, 0.606, -0.108, -0.607, 0.478, 0.450, -0.736

***

(3)
C31H42BrN3P2Sr as an isolated structure at a distorted geometry. Source: OMol25; level of theory: ωB97M-V with the def2-TZVPD basis set.

relative energy (zero: lowest compared OMol25 entry of this formula, charge and spin)	64.1	kcal/mol
frontier orbital gap (alpha / beta)	6.5 / 4.3	eV
LUMO energy (alpha / beta)	-7.4 / -9.4	eV
charge	+2

Atoms and positions in Å:
Sr: 0.136 3.050 1.858
Br: 1.293 5.141 0.462
P: -1.038 0.165 -0.890
P: 3.083 -0.586 -0.335
N: -2.077 4.023 0.878
N: -3.873 -5.192 -0.588
N: -4.566 8.773 0.114
C: -2.710 -5.691 -0.164
C: -1.195 -2.570 -1.926
C: -3.714 -3.427 1.010
C: 5.071 -2.353 0.774
C: -0.721 1.271 4.468
C: 3.725 -1.371 -1.879
C: -2.401 -3.825 1.342
C: 0.937 -0.629 3.213
C: -2.869 0.062 -1.174
C: -3.453 6.418 0.429
C: -3.401 -0.061 -2.598
C: -1.931 4.702 -0.280
C: -1.237 -0.004 4.117
C: -2.565 5.918 -0.524
C: -1.939 -5.051 0.819
C: 0.519 1.546 3.991
C: -0.261 0.089 -3.732
C: 5.403 0.982 0.458
C: -0.525 -1.623 -0.928
C: -1.597 -2.939 2.142
C: -0.351 0.907 -2.447
C: 3.749 -1.650 1.019
C: 1.441 0.661 3.536
C: -3.746 5.616 1.541
C: 5.110 -0.972 -2.353
C: -1.012 -2.052 2.756
C: -3.046 4.421 1.731
C: -4.065 7.724 0.258
C: -4.399 -4.122 0.008
C: -0.428 -0.910 3.401
C: 4.017 1.015 -0.179
H: 0.135 0.740 -4.524
H: 2.973 -1.099 -2.639
H: -1.215 4.293 -0.996
H: 4.061 1.437 -1.196
H: 0.570 -1.620 -1.088
H: -1.321 1.947 5.079
H: 5.189 0.106 -2.522
H: 5.038 -2.988 -0.116
H: -0.944 1.818 -2.620
H: -1.000 -5.496 1.147
H: 1.593 -1.381 2.778
H: -2.259 -0.277 4.383
H: 2.506 0.876 3.420
H: 5.771 2.014 0.524
H: -1.238 -0.271 -4.080
H: -3.246 3.763 2.591
H: 3.357 1.681 0.408
H: -1.087 -2.239 -2.967
H: -2.260 -2.718 -1.699
H: 5.922 -1.669 0.695
H: 0.660 1.236 -2.150
H: 3.779 -1.033 1.928
H: -4.497 0.018 -2.567
H: 0.426 -0.762 -3.646
H: 2.960 -2.403 1.176
H: -3.226 -0.777 -0.554
H: -0.718 -3.558 -1.851
H: -4.179 -2.576 1.509
H: -0.689 -1.986 0.102
H: 5.908 -1.288 -1.673
H: 6.141 0.421 -0.135
H: -4.496 5.929 2.261
H: -3.263 0.987 -0.719
H: 5.297 -1.466 -3.310
H: 5.272 -3.013 1.623
H: -5.392 -3.792 -0.305
H: -3.035 0.738 -3.255
H: -3.174 -1.035 -3.054
H: -2.333 6.478 -1.426
H: 5.377 0.582 1.481
H: -2.369 -6.622 -0.622
H: 3.643 -2.455 -1.721

Need the Mulliken charges? In units of e they are: 1.534, -0.667, 0.622, 1.100, -0.049, -0.524, -0.361, -0.417, -1.322, -0.299, -1.455, -0.243, -0.489, 0.861, -0.143, -0.368, 0.676, -1.299, -0.452, -0.313, -0.540, -0.378, -1.400, -1.423, -1.299, 1.260, -0.330, -0.408, -0.547, -0.267, -0.420, -1.316, -0.584, -0.569, -0.232, -0.508, 0.630, -0.602, 0.467, 0.279, 0.540, 0.528, -0.510, 0.533, 0.306, 0.334, 0.391, 0.460, 0.587, 0.553, 0.577, 0.438, 0.282, 0.474, 0.407, 0.294, 0.070, 0.234, 0.464, 0.323, 0.441, 0.184, 0.511, 0.089, 0.475, 0.496, -0.647, 0.250, 0.241, 0.482, 0.483, 0.431, 0.438, 0.377, 0.300, 0.228, 0.479, 0.296, 0.379, 0.579

***

(4)
C31H42ClIIrN3OSbSi3 as an isolated structure. Source: OMol25; level of theory: ωB97M-V with the def2-TZVPD basis set.

relative energy (zero: lowest compared OMol25 entry of this formula, charge and spin)	35.2	kcal/mol
frontier orbital gap (alpha / beta)	6.0 / 4.2	eV
LUMO energy (alpha / beta)	-6.9 / -8.8	eV
2S+1	2
charge	+2

Atoms and positions in Å:
Ir: 0.794 -1.271 0.512
I: 3.547 -0.333 4.868
Sb: -0.026 2.119 -0.153
Cl: 0.902 -5.145 6.170
Si: 1.009 2.688 -3.319
Si: -0.878 0.858 2.685
Si: -0.079 -0.186 -2.780
O: 1.691 -0.930 2.295
N: 2.223 -0.105 -0.445
N: -2.966 0.868 0.282
N: 0.052 -2.867 1.653
C: -2.687 -1.465 0.484
C: 2.187 0.807 -1.448
C: -1.417 -0.514 3.847
C: 0.107 -1.813 -1.792
C: -0.802 -5.069 2.040
C: -4.846 -0.574 -0.027
C: 0.876 1.244 -2.001
C: -4.259 0.679 0.048
C: 1.951 -2.839 5.355
C: 1.518 -1.825 3.189
C: -2.159 -0.175 0.488
C: -1.913 0.046 -2.984
C: -1.713 3.153 -0.972
C: 2.190 -1.814 4.449
C: 3.417 -0.528 0.044
C: -0.742 0.214 0.852
C: 0.667 -0.702 -4.414
C: -0.595 2.976 -4.236
C: 1.483 4.258 -2.408
C: 1.123 -3.905 5.037
C: 2.219 2.381 -4.732
C: 3.414 1.346 -1.865
C: 0.469 -3.998 3.757
C: 0.639 1.804 3.263
C: -0.293 -5.093 3.320
C: 0.635 -2.928 2.879
C: 4.631 -0.070 -0.390
C: -2.240 2.138 2.782
C: 4.620 0.922 -1.358
C: -4.031 -1.666 0.205
C: -0.610 -3.947 1.237
H: -0.681 -2.487 -2.146
H: 3.384 -1.254 0.845
H: 1.060 -2.314 -1.971
H: -0.233 -1.938 -0.709
H: 5.543 -0.455 0.039
H: 0.518 2.856 2.998
H: -4.438 -2.669 0.192
H: 0.369 -0.043 -5.228
H: -4.850 1.576 -0.102
H: -1.477 3.131 -3.618
H: -0.804 2.187 -4.959
H: -5.899 -0.683 -0.245
H: 2.319 4.150 -1.714
H: -2.081 2.995 2.125
H: 5.542 1.366 -1.710
H: 3.417 2.124 -2.602
H: 0.646 4.681 -1.847
H: -0.846 -1.441 3.827
H: -2.162 0.887 -3.628
H: -2.296 -0.855 -3.470
H: 0.679 1.759 4.356
H: -2.288 2.559 -1.673
H: -0.442 3.890 -4.817
H: -2.442 0.168 -2.041
H: -1.360 -5.904 1.645
H: 2.442 -2.828 6.318
H: 1.773 1.743 -5.494
H: 1.758 -0.740 -4.391
H: -1.325 4.052 -1.453
H: 1.599 1.480 2.871
H: -1.023 -3.918 0.238
H: -2.348 3.437 -0.138
H: -0.449 -5.944 3.968
H: 2.383 3.355 -5.204
H: -2.457 -0.774 3.635
H: -1.387 -0.126 4.868
H: 1.771 5.005 -3.152
H: 0.302 -1.701 -4.666
H: -3.238 1.743 2.596
H: 3.197 1.970 -4.503
H: -2.209 2.520 3.808
H: -2.074 -2.296 0.736

Need the Mulliken charges? In units of e they are: 2.884, 0.210, 0.540, -0.145, 0.348, 0.880, -0.052, -0.768, 0.003, 0.185, 0.000, -0.322, -0.816, -0.931, -1.435, -1.141, -0.782, 2.482, -0.641, -0.413, 0.876, -0.932, -0.585, -1.267, -0.386, -0.380, -0.752, -1.203, -1.248, -1.011, 0.644, -1.266, -1.419, 0.310, -1.040, -0.864, -0.494, -0.971, -1.229, -1.068, -0.937, 0.120, 0.493, 0.395, 0.661, 0.147, 0.514, 0.451, 0.502, 0.308, 0.517, 0.394, 0.346, 0.520, 0.336, 0.238, 0.505, 0.441, 0.253, 0.239, 0.440, 0.472, 0.433, 0.266, 0.459, -0.023, 0.479, 0.492, 0.311, 0.350, 0.382, 0.168, 0.414, 0.459, 0.486, 0.434, 0.382, 0.454, 0.456, 0.435, 0.351, 0.474, 0.450, 0.728

***

(5)
C31H43BBiCl5F2N2O6Si as an isolated structure. Source: OMol25; level of theory: ωB97M-V with the def2-TZVPD basis set.

frontier orbital gap (alpha / beta)	4.0 / 8.3	eV
LUMO energy (alpha / beta)	2.1 / 2.1	eV
2S+1	2
charge	-1

Atoms and positions in Å:
Bi: 0.586 0.574 -0.125
Cl: -5.218 1.718 -1.403
Cl: 0.758 3.289 -1.958
Cl: -3.086 0.383 0.409
Cl: -4.362 3.833 -3.522
Cl: -1.364 4.658 -3.763
Si: 1.863 -0.235 -3.381
F: 0.522 -3.116 -0.124
F: -1.524 -2.454 -0.924
O: 0.995 -0.812 -4.643
O: 3.148 -1.229 -3.210
O: 2.491 1.223 -3.826
O: 1.982 0.650 3.249
O: 0.933 -0.136 -2.087
O: -0.361 -1.045 0.556
N: -1.339 -3.111 1.385
N: -0.638 1.890 2.141
C: -3.177 3.073 -2.529
C: -1.104 -4.037 3.585
C: -0.580 -3.677 2.383
C: 4.481 1.604 -2.529
C: -1.841 3.436 -2.645
C: 3.705 3.174 -4.326
C: -0.944 4.133 2.927
C: -0.903 2.779 -1.856
C: 0.295 0.272 -6.628
C: -1.228 1.750 -0.986
C: -2.678 -2.930 1.642
C: -1.048 -0.069 3.541
C: 3.292 -2.639 -3.311
C: 1.425 -0.633 3.501
C: -1.018 1.415 3.333
C: -0.160 -0.295 -5.286
C: -0.608 3.214 1.955
C: 3.815 1.713 -3.897
C: -1.112 -1.470 -5.474
C: 4.655 -2.958 -2.703
C: 2.173 -3.324 -2.538
C: -0.821 0.794 -4.449
C: 4.603 0.934 -4.949
C: -3.551 2.109 -1.593
C: -3.245 -3.259 2.833
C: 0.155 -0.586 4.331
C: -1.355 2.280 4.374
C: -1.327 3.648 4.173
C: 3.261 -3.031 -4.785
C: -2.469 -3.814 3.879
C: -2.577 1.477 -0.817
B: -0.653 -2.409 0.169
H: 1.195 -3.028 -2.917
H: -1.095 0.406 -3.469
H: 2.202 -3.053 -1.484
H: -4.306 -3.097 2.960
H: 3.196 3.239 -5.287
H: 4.110 1.020 -5.917
H: 0.757 -0.511 -7.228
H: -2.903 -4.097 4.824
H: 4.532 0.562 -2.220
H: 2.204 -1.184 4.030
H: -0.139 1.633 -4.313
H: 5.492 2.010 -2.561
H: 4.055 -2.519 -5.330
H: 0.459 -3.830 2.134
H: 4.850 -4.030 -2.746
H: -0.548 0.689 -7.179
H: 3.403 -4.107 -4.887
H: -0.906 5.191 2.712
H: 3.134 3.750 -3.601
H: 1.226 -1.152 2.556
H: -1.089 -0.566 2.571
H: -1.966 -0.321 4.077
H: -0.449 -4.493 4.315
H: -1.404 -1.869 -4.504
H: 1.030 1.058 -6.461
H: 3.908 2.162 -1.788
H: -3.247 -2.522 0.824
H: -1.717 1.155 -4.954
H: 1.286 1.211 2.886
H: 4.696 3.616 -4.422
H: -2.009 -1.159 -6.011
H: 4.659 -0.118 -4.679
H: -0.293 3.547 0.971
H: -0.620 -2.261 -6.039
H: 5.613 1.335 -5.035
H: -1.642 1.861 5.330
H: 2.259 -4.408 -2.621
H: 4.682 -2.641 -1.661
H: 2.307 -2.753 -5.229
H: 5.443 -2.437 -3.245
H: 0.331 0.028 5.221
H: -1.593 4.327 4.973
H: -0.076 -1.599 4.662

Need the Mulliken charges? In units of e they are: 1.741, -0.216, -0.133, -0.161, -0.209, -0.191, -2.273, -0.327, -0.332, 0.187, -0.029, -0.013, -0.634, 1.330, -1.062, -0.219, 0.476, 0.540, -0.756, -0.238, -1.428, -0.088, -1.674, -0.927, 0.978, -1.927, -2.239, -0.354, 1.542, 1.992, 0.073, -0.011, 2.163, -0.360, 1.845, -1.943, -1.907, -1.619, -1.262, -1.554, -0.121, -0.874, -0.900, -1.152, -0.453, -1.620, -0.431, 1.174, 1.469, 0.032, 0.004, 0.325, 0.383, 0.341, 0.288, 0.411, 0.374, 0.155, 0.444, 0.090, 0.527, 0.340, 0.335, 0.425, 0.426, 0.502, 0.448, 0.231, -0.169, -1.235, 0.630, 0.378, 0.318, 0.212, 0.223, 0.516, 0.710, 0.298, 0.410, 0.446, 0.045, 0.267, 0.398, 0.545, 0.502, 0.581, 0.344, 0.100, 0.362, 0.374, 0.401, 0.393

***

Which E belongs to each record? In order, -144987.870 -128331.250 -126736.595 -92966.251 -130564.278 eV.